The following is a quantum chemistry calculation of a molecular structure, C22H41Cl3N3O5SiV at a distorted geometry, from OMol25.

Structure (XYZ):
```
76
Properties=species:S:1:pos:R:3:forces:R:3
C -1.32110 1.01327 -4.43575 -0.05 -0.46 -0.37
C -1.53548 2.04107 -3.37313 -0.35 0.78 0.37
H -2.13659 1.01129 -5.16714 0.22 -0.11 0.06
H -1.22336 0.00042 -4.00994 -0.02 0.41 0.03
H -0.38577 1.21218 -4.98755 -0.23 0.01 0.23
C -2.51794 2.95424 -3.37599 0.67 -0.34 -0.14
C -3.57649 3.07233 -4.41159 -0.41 0.13 -0.25
H -2.53174 3.72456 -2.60907 0.01 -0.18 0.08
H -3.64245 2.18345 -5.04273 -0.08 0.17 0.04
H -3.39689 3.93939 -5.06007 -0.11 -0.06 -0.01
H -4.55183 3.22329 -3.93413 -0.01 0.00 -0.13
V 0.08118 -0.34535 -0.35653 0.11 0.53 1.51
Cl 2.12779 0.31692 -1.10380 1.98 0.37 -0.51
Cl -0.29137 -2.33953 -1.32897 -0.09 -2.05 -0.79
H 2.20026 -3.30944 3.71429 -0.10 -0.04 0.02
H 4.15040 -4.14921 1.89030 -0.13 0.09 -0.08
C 1.53746 -3.52944 2.86636 0.27 0.08 -0.30
C 3.27683 -4.22513 1.22769 -0.26 0.32 0.03
N 2.23403 -3.26951 1.60800 0.24 -1.11 0.80
H 0.64147 -2.90788 2.92236 0.15 -0.08 -0.11
C 1.88419 -2.23659 0.84762 -1.62 2.15 -0.13
O 1.01703 -1.37346 1.21265 2.11 -2.05 0.42
H 3.59915 -4.04279 0.19830 -0.13 0.03 0.18
H 2.39004 -2.12688 -0.11862 -0.12 -0.06 0.11
H 1.25985 -4.58716 2.91245 -0.01 0.12 0.02
H 2.89853 -5.25164 1.30852 -0.05 0.19 -0.11
H -3.32118 -0.00568 -2.19954 -0.04 -0.17 0.36
H -4.35231 2.33960 -0.67428 0.05 -0.37 0.19
C -3.70632 -0.46613 -1.27605 0.24 0.27 -0.15
C -4.52436 1.49483 0.01759 0.34 -0.14 0.04
N -3.52456 0.43885 -0.13945 -0.48 -0.20 0.30
H -3.15313 -1.38810 -1.07864 0.00 0.20 -0.13
C -2.58707 0.17693 0.78961 0.85 -1.25 -0.63
O -1.76067 -0.76542 0.67112 -2.13 1.60 0.96
H -4.48917 1.86743 1.05043 -0.07 -0.02 -0.28
H -2.60160 0.85516 1.66956 0.09 -0.27 -0.34
H -4.78121 -0.66642 -1.37785 0.15 -0.04 0.01
H -5.51889 1.07541 -0.19832 0.23 0.14 0.19
O -0.87369 0.71443 -1.58808 -1.43 1.70 -1.51
C -0.56488 1.91816 -2.21799 0.18 -0.98 0.88
C -1.47859 3.29122 -0.26369 -0.55 0.28 0.08
C -0.53464 3.12193 -1.26383 0.32 -0.31 -0.83
H -2.21104 2.48862 -0.09520 0.54 0.60 -0.17
C -1.50442 4.47076 0.48206 0.11 -0.26 0.02
H 0.44499 1.84812 -2.64537 0.21 0.15 -0.11
C 0.45813 4.08289 -1.45614 -0.50 0.07 0.13
H -2.28898 4.60329 1.23199 0.32 0.04 -0.10
C -0.53200 5.45556 0.27255 -0.10 -0.02 -0.02
C 0.43753 5.26346 -0.71435 0.28 0.00 0.08
H 1.22232 3.86974 -2.20520 -0.14 0.26 0.15
H -0.52111 6.35643 0.89381 -0.06 -0.22 -0.30
H 1.19067 6.03158 -0.91407 -0.19 -0.20 0.21
Si -0.08509 -5.11881 -3.48470 -0.39 0.72 -0.15
Cl -0.93790 -3.38845 -4.35220 0.19 -0.79 -0.27
C -1.37947 -5.77277 -2.28254 0.04 0.01 0.20
C 1.65417 -4.64189 -2.95778 0.18 -0.09 0.16
C 0.06905 -6.47501 -4.77815 -0.01 0.11 -0.12
H -1.84103 -4.98512 -1.67254 0.30 -0.11 -0.16
H -0.95058 -6.53163 -1.61253 -0.06 0.13 -0.07
H -2.17352 -6.26820 -2.86633 0.27 0.19 0.10
H -0.91758 -6.84677 -5.08430 0.23 0.08 0.04
H 0.63141 -7.30373 -4.32626 -0.07 0.06 -0.14
H 0.60653 -6.12385 -5.66655 -0.05 -0.12 0.13
H 1.67279 -3.74149 -2.33623 -0.26 -0.12 -0.10
H 2.26457 -4.43549 -3.84865 -0.23 -0.10 0.06
H 2.15790 -5.44765 -2.40595 -0.13 -0.01 -0.08
N 2.07899 0.58991 3.57724 1.02 -0.47 0.41
C 1.95704 1.41236 2.33862 -0.20 0.06 -0.43
C 0.43400 1.38877 2.13011 -1.37 -0.07 -3.09
O -0.22413 1.41053 3.18527 -0.07 0.06 0.77
O -0.01913 1.32290 0.93826 1.22 0.75 3.09
H 1.21667 0.83333 4.12573 -0.18 0.06 -0.45
H 2.93530 0.78030 4.09529 -0.12 -0.09 0.00
H 2.04732 -0.41266 3.33742 -0.19 0.37 -0.12
H 2.29403 2.42742 2.55931 -0.09 -0.09 0.08
H 2.52550 1.01047 1.49408 -0.25 -0.20 0.12
```
Forces are in eV/Å.

As for the spin multiplicity: 4. Its total charge is -1. The calculation puts the HOMO-LUMO gap (alpha / beta) at 3.1 / 6.1 eV. For the LUMO energy (alpha / beta), the calculation gives 0.0655 / 0.0629 Eh. For the molecular weight, the calculation gives 612.98 g mol⁻¹.